Entry from the OMol25 dataset: 4 unconnected molecules or ions with the total composition C25H28BrINO13P at a distorted geometry (wB97M-V/def2-TZVPD).

The geometry in XYZ format:
```
70
Properties=species:S:1:pos:R:3:forces:R:3
H 2.68684 3.74930 2.63475 0.11 -0.09 0.03
O -0.54897 0.83734 5.72644 0.08 -0.04 -0.06
C 0.04321 -1.84486 -4.41614 -0.07 -0.06 -0.04
H -0.17956 0.99425 1.85326 0.18 -0.01 0.06
C 0.73055 -2.20760 3.91231 -0.06 -0.37 0.00
P 1.63275 1.23975 3.53956 -1.14 -0.59 -0.97
H 2.94320 3.38405 0.93536 -0.06 -0.04 0.15
O -4.15757 -0.83430 8.21961 0.03 0.02 -0.06
H 2.11715 -3.75921 2.63456 -0.02 0.06 -0.10
H 0.01670 -0.95611 -6.35261 -0.01 -0.02 0.06
H -0.76315 -3.39678 -3.82440 0.02 0.00 0.05
H -0.00185 -1.50834 4.31044 0.07 -0.10 0.00
C -4.42483 -0.96170 -9.87449 -0.09 0.03 -0.06
C -4.44533 0.47414 -10.05128 -0.03 -0.15 -0.01
C 0.51817 -1.77588 -2.97923 0.12 0.14 0.04
H -4.27228 -0.92082 9.18801 0.03 0.02 0.05
C 1.18238 0.20123 -4.91523 -0.10 -0.09 -0.09
O 2.43534 1.32026 -3.23120 -0.03 -0.05 0.03
C 0.27403 0.32301 2.58906 -0.46 -0.16 -0.04
Br 5.72533 2.12113 0.92891 0.07 -0.08 -0.01
O 1.07373 -0.78965 0.65423 0.11 0.11 0.66
O -0.70636 -2.91043 -4.67171 0.02 0.06 -0.03
H 1.69737 -0.62848 -1.54867 -0.05 0.01 0.01
O 0.15560 -2.68072 -2.24826 -0.01 -0.06 -0.03
C -2.21099 -0.04112 9.32994 0.18 0.07 0.05
O 1.51851 1.11779 -5.64679 0.04 0.04 0.03
O 0.85633 1.31695 7.91083 -0.25 -0.11 0.04
H 1.62966 -3.39825 0.96299 0.05 0.06 0.10
H 4.95803 4.29495 1.80008 -0.03 -0.14 0.04
O -1.44588 -1.29728 -7.96776 -0.04 -0.09 -0.08
H 1.70603 -2.03740 4.38894 -0.11 0.08 -0.03
H 1.83556 0.15450 4.38082 0.34 0.17 0.09
C 3.20104 3.06526 1.95144 0.16 0.03 -0.35
H 1.03699 1.45754 6.95962 0.12 0.06 -0.01
H 0.72883 2.20647 3.95991 0.22 0.16 0.10
H -2.96417 -0.21592 5.91244 -0.02 0.01 0.01
O -3.43209 2.59628 -9.69781 0.04 -0.05 0.04
C 0.35685 -0.91355 -5.32694 0.06 0.08 -0.08
H 2.81175 -2.35864 1.76232 -0.03 -0.06 0.08
H -0.35145 0.69865 10.18278 0.02 0.02 -0.02
C -0.35180 0.80036 8.05708 0.14 0.09 -0.03
C -3.31864 1.29891 -9.46316 0.01 0.08 0.00
H 3.52783 0.89890 2.12198 -0.03 0.10 0.08
I 3.28839 2.41548 5.34962 0.25 0.20 0.45
H -4.25540 2.70610 -10.21440 -0.04 -0.03 -0.02
O -3.29849 -2.81221 -8.95744 -0.04 0.04 -0.03
C -2.31085 0.74750 -8.77118 0.09 -0.02 0.06
H 5.05145 3.13149 3.12430 0.01 -0.21 -0.14
O -5.31205 1.08761 -10.64697 0.02 0.05 -0.01
C -1.11268 0.54323 6.76936 0.00 0.00 0.06
O -2.79572 -0.32419 10.35952 -0.07 -0.04 0.00
H 2.48896 1.81666 -4.07168 -0.02 0.00 -0.05
H -2.48537 -2.92361 -8.42548 0.03 0.03 0.02
C -0.88159 0.51930 9.25839 -0.09 -0.05 0.12
H 2.08685 1.35146 1.24233 0.10 -0.08 0.10
H -0.50345 0.07644 3.31695 0.15 0.12 -0.01
N 0.81237 -2.13365 2.45303 0.94 0.93 0.49
C -2.30121 -0.68518 -8.58425 0.04 0.16 0.01
C -3.41700 -1.51320 -9.18390 -0.02 -0.08 0.01
H -1.50301 1.32775 -8.34744 -0.01 0.02 0.00
C 2.70226 1.61818 2.10474 0.03 0.08 0.13
C 1.67451 0.26174 -3.48667 0.04 0.05 0.04
H 0.42359 -3.22085 4.18509 -0.05 0.13 0.00
C 4.70384 3.27856 2.10460 -0.24 0.43 0.18
C -2.95932 -0.30902 8.03995 -0.09 -0.04 -0.02
C 1.91181 -2.95975 1.92158 -0.44 -0.36 -0.36
C 1.35988 -0.66803 -2.57521 0.01 -0.11 0.13
H -5.22685 -1.54408 -10.30505 0.01 -0.01 0.01
C -2.43542 -0.02942 6.83663 0.03 0.00 -0.09
C 0.74727 -0.89329 1.83454 -0.22 -0.32 -0.79
```
Forces are in eV/Å.

Properties
- Net charge: 0
- SMILES: CN(C)C(=O)C[PH2](I)CCCBr.O=C1C=C(O)C(=O)C=C1O.O=C1C=C(O)C(=O)C=C1O.O=C1C=C(O)C(=O)C=C1O
- Gap between HOMO and LUMO: 7.0 eV
- ΔE to the lowest compared entry with this formula, charge and spin: 0.000 eV
- HOMO level: -0.3236 Ha

Charges computed using Mulliken, reported in e: 0.416 -0.411 0.298 0.537 -1.222 0.284 0.366 -0.582 0.406 0.664 0.375 0.396 -0.945 1.011 1.038 0.376 0.976 -0.561 -1.533 -0.200 -0.508 -0.573 0.636 -0.683 1.078 -0.672 -0.475 0.216 0.428 -0.611 0.393 0.034 -0.933 0.187 0.159 0.471 -0.575 -1.123 0.270 0.447 0.258 0.404 0.378 -0.358 0.371 -0.578 -1.079 0.209 -0.629 0.854 -0.626 0.381 0.366 -0.939 0.237 0.687 0.049 1.048 0.279 0.493 -0.217 0.432 0.389 -0.528 0.355 -0.865 -1.145 0.428 -1.054 0.548